[1]
Molecular formula: C26H78O13S13
Method: DFT, ωB97M-V/def2-TZVPD

Structure (XYZ):
```
130
Properties=species:S:1:pos:R:3:forces:R:3:mulliken_charge:R:1
C 1.583000 -25.559000 -6.646000 1.594 0.639 -0.884 -0.943
S 1.724000 -24.568000 -5.133000 0.344 -2.331 0.834 0.502
O 1.900000 -25.602000 -3.983000 -0.011 1.821 -1.705 -0.673
C 3.337000 -23.920000 -5.608000 -0.991 1.201 0.723 -0.163
H 1.926000 -24.920000 -7.502000 -0.303 -0.511 0.762 0.164
H 0.595000 -25.832000 -6.856000 -1.593 -0.404 0.010 0.451
H 2.203000 -26.472000 -6.614000 -0.090 0.531 0.341 0.312
H 3.153000 -23.242000 -6.459000 0.191 -0.511 0.313 0.112
H 4.054000 -24.707000 -5.739000 0.384 -0.253 -0.320 0.716
H 3.570000 -23.264000 -4.765000 0.414 -0.111 -0.137 -0.482
C 9.345000 -13.784000 -5.020000 1.453 0.074 1.777 -0.877
S 8.834000 -14.986000 -6.215000 0.064 -1.262 0.146 0.360
O 9.685000 -16.220000 -6.011000 -0.722 1.430 -0.379 -0.472
C 7.315000 -15.408000 -5.355000 -1.643 -0.623 -1.043 -0.006
H 10.398000 -13.528000 -5.254000 -0.415 -0.451 0.206 0.353
H 9.299000 -14.254000 -3.978000 0.158 0.664 -1.442 0.155
H 8.843000 -12.820000 -5.025000 -0.618 -0.191 -0.257 0.410
H 7.554000 -15.866000 -4.408000 0.168 0.125 0.398 0.193
H 6.777000 -16.188000 -5.946000 0.682 0.428 0.319 -0.594
H 6.556000 -14.611000 -5.289000 0.671 0.122 0.246 0.519
C 12.000000 -16.416000 -1.829000 1.302 -1.911 0.599 -0.949
S 11.327000 -16.563000 -3.456000 1.904 -1.319 -3.022 0.398
O 12.178000 -17.652000 -4.146000 -1.423 2.937 1.687 -0.499
C 9.730000 -17.304000 -3.168000 1.501 -1.814 1.984 -0.267
H 11.421000 -15.799000 -1.190000 -0.784 0.572 0.640 0.387
H 13.030000 -15.960000 -1.900000 -1.099 -0.731 -0.170 0.312
H 12.042000 -17.493000 -1.446000 0.246 1.490 -0.223 0.216
H 9.138000 -16.600000 -2.674000 -1.121 1.288 0.967 0.578
H 9.879000 -18.185000 -2.471000 -0.247 0.839 -0.890 0.248
H 9.258000 -17.586000 -4.071000 -0.039 -0.419 -1.059 -0.447
C 8.045000 -23.371000 -5.196000 1.129 1.020 -0.174 -0.284
S 9.487000 -24.372000 -5.612000 0.280 1.366 -1.452 0.383
O 10.534000 -23.311000 -5.930000 -0.656 -1.213 0.297 -0.515
C 9.823000 -24.905000 -3.966000 -0.520 1.116 0.645 -0.511
H 8.452000 -22.720000 -4.401000 -0.626 -0.183 -0.224 0.435
H 7.225000 -23.982000 -4.903000 -0.626 -0.393 0.196 0.594
H 7.789000 -22.734000 -6.062000 0.125 -0.610 0.392 -0.814
H 10.793000 -25.377000 -4.052000 0.124 -0.257 0.420 0.487
H 9.006000 -25.594000 -3.663000 0.667 0.438 0.120 0.382
H 9.877000 -23.920000 -3.393000 -0.098 -1.679 -0.300 -0.277
C 12.470000 -22.869000 -3.177000 -0.771 -0.801 -0.802 -0.929
S 12.048000 -21.182000 -2.871000 0.605 3.650 -0.674 0.308
O 12.585000 -20.113000 -3.830000 0.405 -2.864 1.758 -0.465
C 10.345000 -21.168000 -3.286000 -1.130 0.970 0.702 0.683
H 11.749000 -23.493000 -2.648000 0.033 0.193 0.303 0.319
H 13.425000 -23.045000 -2.748000 0.955 -0.057 0.255 0.460
H 12.422000 -23.187000 -4.211000 0.115 0.241 -0.405 0.201
H 9.849000 -20.213000 -3.039000 0.928 -0.013 -0.092 -0.387
H 9.845000 -21.815000 -2.619000 -0.733 -1.356 0.636 0.723
H 10.100000 -21.331000 -4.303000 0.260 -0.504 -1.075 -0.845
C 3.499000 -25.467000 -1.046000 -1.109 -1.114 -0.952 -1.068
S 4.046000 -24.036000 -1.884000 1.229 0.551 1.452 0.667
O 4.893000 -23.367000 -0.833000 -0.302 0.443 -0.709 -0.730
C 5.198000 -24.785000 -3.057000 0.034 0.986 -0.095 -0.683
H 2.698000 -25.316000 -0.332000 0.355 0.514 0.373 0.363
H 4.323000 -26.055000 -0.714000 0.738 -0.017 0.801 0.388
H 3.041000 -26.068000 -1.803000 -0.531 -0.529 -0.751 0.298
H 5.620000 -23.843000 -3.530000 -0.193 -1.535 0.292 -0.215
H 4.599000 -25.384000 -3.712000 -0.401 0.024 -0.818 0.394
H 5.939000 -25.488000 -2.668000 0.122 0.622 0.553 0.609
C 5.906000 -18.070000 -10.618000 0.138 -1.011 0.426 -0.371
S 5.494000 -17.097000 -12.060000 2.805 1.342 -1.512 0.621
O 6.810000 -16.825000 -12.861000 -2.053 -0.573 1.545 -0.732
C 4.657000 -18.283000 -13.090000 -2.101 -0.093 2.168 -1.014
H 4.949000 -18.182000 -10.038000 1.127 -0.193 -0.567 -0.149
H 6.658000 -17.534000 -9.992000 -0.603 -0.102 -0.663 0.047
H 6.378000 -19.054000 -10.921000 -0.751 0.994 0.390 0.482
H 5.189000 -19.196000 -13.136000 0.581 -1.009 0.013 0.310
H 4.697000 -17.793000 -14.019000 -0.356 0.491 -1.303 0.449
H 3.588000 -18.434000 -12.683000 1.603 0.230 -0.889 0.191
C 2.332000 -19.441000 -10.273000 0.960 1.488 -0.972 -1.212
S 2.933000 -20.073000 -8.772000 2.299 -0.954 1.235 0.701
O 4.440000 -20.286000 -8.942000 -1.331 0.083 -0.034 -0.511
C 2.762000 -18.604000 -7.807000 0.213 -0.311 2.014 0.306
H 1.311000 -19.682000 -10.306000 -1.507 -0.188 -0.297 0.678
H 2.885000 -20.049000 -10.967000 0.003 -0.252 -0.663 0.354
H 2.513000 -18.359000 -10.501000 -0.049 -0.820 0.481 0.091
H 1.698000 -18.502000 -7.728000 -0.787 0.405 0.126 0.731
H 3.173000 -17.766000 -8.353000 0.271 0.249 0.059 -0.511
H 3.135000 -18.750000 -6.719000 -0.298 0.166 -2.036 -0.518
C 7.157000 -23.495000 -9.206000 -0.309 0.062 -0.998 -0.625
S 6.067000 -24.786000 -8.632000 0.526 0.577 2.189 0.205
O 6.372000 -24.851000 -7.125000 -0.782 -0.162 -1.742 -0.455
C 4.583000 -23.797000 -8.841000 0.101 1.189 0.449 -0.280
H 8.143000 -23.758000 -8.895000 0.686 0.017 0.571 0.312
H 6.805000 -22.518000 -8.874000 0.213 -0.098 0.201 -0.135
H 7.186000 -23.513000 -10.296000 -0.202 0.068 -0.113 0.545
H 4.475000 -22.976000 -8.083000 0.875 -0.416 -0.874 -0.290
H 3.751000 -24.404000 -8.610000 -0.986 -1.017 -0.250 0.271
H 4.556000 -23.409000 -9.871000 -0.119 -0.137 0.418 0.421
C 5.557000 -20.846000 -6.132000 -0.743 -1.026 0.635 1.193
S 6.297000 -19.300000 -5.620000 1.454 0.445 0.507 0.248
O 7.580000 -19.540000 -4.848000 -1.586 -0.254 -0.555 -0.442
C 6.742000 -18.707000 -7.276000 -1.466 -0.518 1.582 -0.087
H 6.117000 -21.310000 -6.949000 -0.235 0.069 0.116 -0.712
H 4.467000 -20.743000 -6.355000 0.953 0.265 -0.198 -0.430
H 5.549000 -21.516000 -5.246000 0.418 0.391 -0.369 -0.056
H 7.038000 -17.714000 -7.176000 1.702 1.375 0.245 0.401
H 5.794000 -18.552000 -7.695000 -1.693 -0.429 -1.069 -0.418
H 7.301000 -19.375000 -7.864000 0.959 -0.658 -0.544 0.160
C 4.748000 -13.745000 -10.296000 1.293 -0.414 0.620 -1.028
S 3.847000 -14.819000 -9.224000 -2.065 -1.249 -1.126 0.262
O 3.534000 -16.048000 -10.049000 -0.461 0.357 0.407 -0.512
C 5.010000 -15.438000 -8.089000 1.036 0.264 0.989 -0.442
H 5.655000 -14.245000 -10.589000 0.277 -0.318 -0.576 0.292
H 5.061000 -12.931000 -9.693000 0.226 1.096 0.639 0.441
H 4.196000 -13.362000 -11.130000 -0.622 -0.243 -0.298 0.368
H 4.543000 -16.164000 -7.440000 -1.075 0.495 0.644 0.296
H 5.442000 -14.600000 -7.531000 0.170 -0.420 0.054 0.468
H 5.712000 -16.150000 -8.478000 1.003 0.442 -1.126 -0.095
C 9.834000 -20.706000 -7.416000 0.199 -1.658 0.859 -0.886
S 10.048000 -19.181000 -6.596000 1.186 0.970 0.275 1.310
O 11.373000 -19.279000 -5.915000 -1.223 -0.093 -1.051 -0.695
C 10.224000 -18.388000 -8.190000 -0.051 2.909 0.751 -1.120
H 9.350000 -20.738000 -8.347000 -0.900 0.372 -1.259 0.626
H 9.374000 -21.384000 -6.741000 -0.770 -0.576 0.624 -0.714
H 10.785000 -21.182000 -7.523000 1.017 0.084 -0.220 0.718
H 9.264000 -18.441000 -8.654000 -0.760 -0.270 -0.541 0.164
H 10.959000 -18.879000 -8.773000 0.856 -0.338 -0.585 0.544
H 10.396000 -17.272000 -8.063000 0.263 -1.479 -0.024 0.156
C 2.931000 -19.898000 -3.748000 1.307 2.202 0.716 -0.465
S 1.481000 -20.379000 -4.584000 -0.038 -1.256 -1.616 0.264
O 2.003000 -21.148000 -5.822000 -0.741 0.932 1.616 -0.454
C 0.924000 -21.592000 -3.370000 1.114 1.226 0.912 -0.509
H 3.413000 -19.090000 -4.353000 -0.253 -0.776 0.293 0.059
H 3.637000 -20.676000 -3.550000 0.343 -0.912 -0.409 0.059
H 2.807000 -19.442000 -2.754000 -0.686 -0.044 -0.293 0.558
H 0.180000 -22.196000 -3.805000 -1.131 -0.526 -0.350 0.374
H 0.639000 -21.054000 -2.437000 -0.189 -0.344 -0.794 0.404
H 1.780000 -22.197000 -3.121000 0.359 -0.441 0.050 -0.196
```
Forces are in eV/Å.

The HOMO-LUMO gap is 6.660 eV. The LUMO energy comes out at -0.2 eV. Its multiplicity is 1. The calculation puts the energy relative to the best compared isomer or geometry (same formula, charge and spin) at 116.67 kcal per mole.

---

[2]
Molecular formula: C2H6ClO2Zn2
Method: DFT, ωB97M-V/def2-TZVPD

Structure (XYZ):
```
13
Properties=species:S:1:pos:R:3:forces:R:3:mulliken_charge:R:1
Zn 4.755035 -1.467373 3.122840 -1.165 0.337 -1.135 1.260
Zn 1.598635 0.519475 0.029582 -1.928 -0.009 -0.395 0.981
Cl 2.969918 -1.081085 1.558895 1.263 -0.142 0.984 -0.046
C -1.252265 0.783631 -0.999690 -1.494 -0.445 1.615 -0.264
C -1.193145 -0.440681 -0.031482 -0.665 -0.197 -1.734 -0.297
O -0.055552 -0.339586 0.862774 1.039 0.458 -0.200 -0.423
O 0.034514 1.301805 -1.327907 1.755 -0.688 0.839 -0.425
H -1.825344 1.536265 -0.455454 0.278 0.389 -0.271 0.363
H -1.822943 0.516782 -1.887488 0.214 -0.146 -0.075 0.392
H -1.134221 -1.376719 -0.589848 0.344 0.006 0.024 0.407
H -2.120567 -0.492484 0.536881 0.129 0.299 0.217 0.345
H -0.001837 -1.145852 1.401138 -0.013 0.125 0.077 0.371
H 0.047776 1.685824 -2.220243 0.244 0.012 0.054 0.336
```
Forces are in eV/Å.

The HOMO-LUMO gap is 5.427 eV. The LUMO energy comes out at -16.5 eV. Its total charge is +3. Its multiplicity is 1. The calculation puts the energy relative to the best compared isomer or geometry (same formula, charge and spin) at 0.00 kcal per mole.